Density functional theory data (ωB97M-V/def2-TZVPD) for an isolated molecule of C3H4N2O.

The geometry in ORCA input format:
```
! RIJCOSX wB97M-V def2-TZVPD def2/J DEFGRID3
* xyz 0 1
O -1.73 -0.80 1.50
C -0.91 -0.30 0.76
N 0.32 0.34 1.04
C 1.06 0.44 -0.13
C 0.29 0.04 -1.16
N -0.97 -0.32 -0.65
H 0.71 0.65 1.92
H 2.11 0.68 -0.14
H 0.62 -0.34 -2.11
H -1.82 0.05 -1.06
*
```

Computed properties:
Electronic energy, eV: -8203.3679
Energy relative to the best compared isomer or geometry (same formula, charge and spin), eV: 0.518

Density functional theory data (ωB97M-V/def2-TZVPD) for an isolated molecule of C3H4N2O at a distorted geometry.

The geometry in ORCA input format:
```
! RIJCOSX wB97M-V def2-TZVPD def2/J DEFGRID3
* xyz 0 1
C 2.55 -0.18 0.39
N 1.68 0.04 -0.51
N 0.37 -0.31 -0.30
C -0.43 0.64 0.02
C -1.91 0.39 0.13
O -2.38 -0.72 0.04
H 3.59 0.12 0.17
H 2.37 -0.61 1.40
H -0.10 1.68 0.14
H -2.52 1.30 0.32
*
```

Computed properties:
Electronic energy, eV: -8200.8977
Energy relative to the best compared isomer or geometry (same formula, charge and spin), eV: 2.988

Density functional theory data (ωB97M-V/def2-TZVPD) for an isolated molecule of C3H4N2O at a distorted geometry.

The geometry in ORCA input format:
```
! RIJCOSX wB97M-V def2-TZVPD def2/J DEFGRID3
* xyz 0 1
H 2.78 0.20 -0.53
N 1.78 0.33 -0.45
C 1.28 -0.50 0.36
O -0.04 -0.55 0.63
C -0.83 0.40 -0.08
C -2.22 -0.07 -0.05
N -3.32 -0.42 -0.06
H 1.79 -1.27 0.93
H -0.48 0.49 -1.12
H -0.75 1.39 0.38
*
```

Computed properties:
Electronic energy, eV: -8202.4332
Energy relative to the best compared isomer or geometry (same formula, charge and spin), eV: 1.452

Density functional theory data (ωB97M-V/def2-TZVPD) for an isolated molecule of C3H4N2O at a distorted geometry.

The geometry in ORCA input format:
```
! RIJCOSX wB97M-V def2-TZVPD def2/J DEFGRID3
* xyz 0 1
C 1.08 -1.06 -0.33
C -0.02 1.79 -0.69
C -0.02 -0.40 0.30
N 1.97 -1.62 -0.75
N -0.77 -1.17 1.17
O -0.44 0.84 0.04
H 0.86 1.61 -1.29
H -0.25 2.79 -0.48
H -0.79 -2.06 0.72
H -1.62 -0.74 1.31
*
```

Computed properties:
Electronic energy, eV: -8199.2678
Energy relative to the best compared isomer or geometry (same formula, charge and spin), eV: 4.618

Density functional theory data (ωB97M-V/def2-TZVPD) for an isolated molecule of C3H4N2O at a distorted geometry.

The geometry in ORCA input format:
```
! RIJCOSX wB97M-V def2-TZVPD def2/J DEFGRID3
* xyz 0 1
O 1.31 -0.76 1.55
C 0.52 -0.32 0.73
C 0.83 -0.23 -0.76
N -0.33 0.35 -1.46
C -1.18 0.56 -0.55
N -0.73 0.15 0.90
H 1.71 0.40 -0.90
H 1.04 -1.23 -1.15
H -2.14 0.91 -0.27
H -1.06 0.15 1.89
*
```

Computed properties:
Electronic energy, eV: -8202.5772
Energy relative to the best compared isomer or geometry (same formula, charge and spin), eV: 1.308

Density functional theory data (ωB97M-V/def2-TZVPD) for an isolated molecule of C3H4N2O at a distorted geometry.

The geometry in ORCA input format:
```
! RIJCOSX wB97M-V def2-TZVPD def2/J DEFGRID3
* xyz 0 1
O -2.18 -0.32 0.61
C -1.01 0.17 0.07
C 0.92 1.02 0.35
C 1.69 0.02 -0.07
N 0.89 -0.63 -1.00
N -0.39 -0.75 -0.63
H -2.71 0.40 0.96
H 0.90 2.09 0.48
H 2.69 -0.39 0.18
H -0.81 -1.62 -0.94
*
```

Computed properties:
Electronic energy, eV: -8196.9525
Energy relative to the best compared isomer or geometry (same formula, charge and spin), eV: 6.933

Density functional theory data (ωB97M-V/def2-TZVPD) for an isolated molecule of C3H4N2O at a distorted geometry.

The geometry in ORCA input format:
```
! RIJCOSX wB97M-V def2-TZVPD def2/J DEFGRID3
* xyz 0 1
H -1.07 0.02 2.39
N -1.61 0.44 1.43
C -0.84 0.30 0.36
N 0.11 -0.84 0.42
C 1.02 -0.36 -0.64
C 0.44 0.52 -1.42
O -0.86 0.90 -0.77
H 0.42 -1.15 1.34
H 1.94 -0.81 -0.70
H 0.45 0.97 -2.42
*
```

Computed properties:
Electronic energy, eV: -8200.8131
Energy relative to the best compared isomer or geometry (same formula, charge and spin), eV: 3.072

Density functional theory data (ωB97M-V/def2-TZVPD) for a cluster of 2 separate species, C3H4N2O in total at a distorted geometry.

The geometry in ORCA input format:
```
! RIJCOSX wB97M-V def2-TZVPD def2/J DEFGRID3
* xyz 0 1
C -2.53 0.64 0.36
C -0.08 0.93 -0.11
C 0.65 -0.33 -0.36
N 0.39 2.09 0.58
N 0.18 2.22 -0.64
O -3.15 -0.12 -0.29
H -2.84 1.28 1.18
H 0.29 -0.79 -1.27
H 0.52 -1.02 0.47
H 1.72 -0.12 -0.47
*
```

Computed properties:
Electronic energy, eV: -8197.6903
Energy relative to the best compared isomer or geometry (same formula, charge and spin), eV: 6.195

Density functional theory data (ωB97M-V/def2-TZVPD) for a cluster of 2 separate species, C3H4N2O in total at a distorted geometry.

The geometry in ORCA input format:
```
! RIJCOSX wB97M-V def2-TZVPD def2/J DEFGRID3
* xyz 0 1
N 1.31 -1.58 0.49
C 0.87 -0.66 -0.40
N 0.68 0.04 -1.31
O 0.30 0.88 -2.11
H 1.78 -1.18 1.29
H 0.64 -2.29 0.73
C -1.51 1.57 -0.14
C -1.28 0.83 0.78
H -1.69 2.21 -0.97
H -1.11 0.19 1.62
*
```

Computed properties:
Electronic energy, eV: -8197.9910
Energy relative to the best compared isomer or geometry (same formula, charge and spin), eV: 5.894

Density functional theory data (ωB97M-V/def2-TZVPD) for a structure of composition C3H4N2O at a distorted geometry.

The geometry in ORCA input format:
```
! RIJCOSX wB97M-V def2-TZVPD def2/J DEFGRID3
* xyz 0 1
C -1.45 0.52 -0.08
C 0.39 0.48 -0.83
C -2.74 0.13 -0.08
N 2.24 -0.66 -0.07
N 0.93 -0.32 0.02
O -3.82 -0.27 0.02
H -1.43 1.42 0.42
H 2.86 -0.33 0.77
H 2.54 0.04 -0.81
H 0.48 -1.01 0.65
*
```

Computed properties:
Electronic energy, eV: -8197.3804
Energy relative to the best compared isomer or geometry (same formula, charge and spin), eV: 6.505